1.
{"formula": "C37H38BF3FeO2", "method": "the ωB97M-V functional and the def2-TZVPD basis", "species": ["C", "C", "C", "C", "C", "C", "O", "B", "C", "C", "C", "C", "C", "F", "F", "F", "C", "C", "C", "C", "C", "C", "C", "C", "C", "O", "H", "H", "H", "H", "H", "H", "H", "H", "H", "H", "H", "H", "H", "H", "H", "H", "H", "H", "H", "H", "H", "H", "H", "C", "C", "C", "C", "C", "Fe", "C", "C", "C", "C", "C", "C", "C", "C", "C", "C", "C", "C", "H", "H", "H", "H", "H", "H", "H", "H", "H", "H", "H", "H", "H", "H", "H"], "xyz": [[1.74730, -3.66309, 1.51343], [0.72155, -2.75703, 0.86450], [1.57869, -1.60850, 0.34982], [-0.43564, -3.78150, 0.27729], [-1.37135, -3.31138, -0.86851], [0.03139, -5.19137, -0.05641], [-1.30053, -3.92300, 1.43730], [-1.23546, -2.65850, 1.98900], [-2.39623, -2.03337, 2.76680], [-2.27716, -0.74972, 3.33337], [-3.30686, -0.28684, 4.14573], [-4.47376, -1.01708, 4.28176], [-5.63387, -0.48433, 5.09269], [-6.82723, -0.96811, 4.64269], [-5.51025, -0.87221, 6.41365], [-5.69111, 0.87551, 5.06501], [-4.59044, -2.28196, 3.71666], [-3.58519, -2.76410, 2.88449], [2.76771, -5.15927, 3.75132], [2.15053, -4.17205, 4.54123], [0.74713, -4.17066, 4.82466], [0.19956, -3.15856, 5.62805], [1.03106, -2.12747, 6.16201], [2.38837, -2.08422, 5.81010], [2.95608, -3.10050, 5.06353], [-0.03790, -1.99298, 1.84869], [2.45501, -4.01991, 0.75798], [2.33165, -3.15267, 2.28626], [1.31939, -4.54165, 2.00267], [2.38532, -1.85320, -0.35231], [0.98242, -0.78690, -0.04326], [2.12225, -1.19085, 1.21270], [-1.08056, -3.75379, -1.81868], [-2.44164, -3.58642, -0.69456], [-1.29334, -2.22079, -0.92422], [0.79238, -5.14208, -0.84640], [0.42332, -5.72095, 0.82244], [-0.79645, -5.80272, -0.41737], [-1.38190, -0.13948, 3.20704], [-3.17821, 0.63905, 4.69956], [-5.44201, -2.90406, 3.93979], [-3.72584, -3.73644, 2.40348], [2.19736, -6.04860, 3.48120], [3.83516, -5.26348, 3.97142], [0.11831, -4.94983, 4.37794], [-0.87188, -3.19353, 5.85925], [0.58464, -1.38759, 6.82518], [3.02012, -1.24579, 6.13449], [4.02335, -3.10733, 4.78497], [4.13461, -3.43183, -5.04376], [3.58804, -2.37287, -4.20933], [2.61179, -1.65123, -5.00948], [2.56118, -2.26410, -6.31589], [3.50438, -3.36494, -6.35085], [2.20055, -3.58195, -4.87465], [0.63064, -4.67045, -5.36324], [1.63761, -5.50056, -4.71684], [1.93955, -4.93780, -3.43444], [1.09358, -3.75275, -3.21838], [1.21538, -2.85512, -2.09999], [0.73992, -1.47903, -2.40486], [1.54233, -0.31383, -2.25552], [1.00210, 0.97086, -2.28004], [-0.36011, 1.16736, -2.54190], [-1.13747, 0.05416, -2.84958], [-0.56175, -1.21153, -2.90736], [0.31393, -3.56857, -4.47752], [4.90022, -4.13366, -4.74885], [3.91346, -2.14396, -3.20065], [2.06949, -0.75295, -4.73532], [1.97759, -1.89759, -7.15774], [3.75243, -3.96943, -7.22067], [0.14352, -4.83743, -6.32811], [2.01047, -6.41412, -5.15773], [2.61518, -5.33999, -2.67630], [2.05921, -3.09385, -1.46521], [2.62747, -0.44483, -2.07573], [1.68401, 1.81298, -2.11528], [-0.79368, 2.16217, -2.51225], [-2.20629, 0.17353, -3.09496], [-1.21352, -2.00426, -3.27526], [-0.38177, -2.75455, -4.70259]], "atomic_forces_ev_per_a": [[0.15, -0.49, 0.80], [0.29, -0.41, 0.98], [0.46, 0.87, -0.64], [-0.41, -0.49, -0.69], [-0.09, 0.53, 0.58], [0.64, -0.17, 0.05], [0.51, 1.02, -0.27], [-0.11, -0.01, 1.44], [0.83, -3.36, -2.50], [-0.84, 3.56, 2.61], [1.34, 0.52, -0.05], [-0.83, 3.56, 2.18], [0.61, -0.05, -0.16], [0.72, 0.41, 0.48], [-0.42, 0.45, -0.89], [-0.13, -0.94, 0.28], [0.84, -4.25, -2.76], [-2.05, 0.11, 1.12], [0.37, -0.80, 1.63], [-0.32, 0.72, 0.58], [0.33, 0.83, 0.11], [0.74, -0.12, 0.04], [-0.67, -0.87, -0.69], [0.16, 0.16, 0.29], [-0.39, -0.51, -0.59], [-0.90, -1.01, -0.25], [-0.10, -0.04, -0.03], [-0.25, 0.20, -0.40], [0.01, 0.39, -0.20], [-0.49, 0.08, 0.40], [0.04, -0.21, 0.06], [-0.50, -0.32, 0.04], [0.04, 0.15, 0.02], [0.96, 0.07, 0.23], [-0.36, -0.25, -0.15], [-0.16, -0.23, 0.22], [-0.02, 0.23, -0.38], [-0.15, 0.27, -0.11], [-0.26, -0.30, -0.10], [-0.17, 0.02, -0.30], [-0.13, -0.04, -0.03], [0.33, 0.37, 0.22], [0.26, 0.25, -0.23], [-0.21, -0.11, -0.78], [0.19, 0.31, 0.27], [0.47, 0.14, -0.04], [0.20, -0.06, -0.26], [-0.35, -0.44, 0.00], [-0.60, 0.17, 0.30], [0.29, 1.22, -0.62], [0.67, 0.42, -1.61], [1.30, -0.06, -0.67], [1.20, 0.19, 0.09], [0.53, 1.07, 0.47], [-0.13, -0.44, 0.51], [-0.48, -0.15, 1.04], [-1.31, 0.40, -0.04], [-1.35, 0.04, 0.10], [-0.63, -1.22, -1.09], [0.21, 0.67, -2.87], [-0.09, 0.85, -0.17], [0.16, -0.45, 0.39], [0.26, -0.09, -0.41], [0.32, -0.20, 0.32], [0.04, 0.33, -0.56], [-0.23, -0.29, 0.56], [-0.37, -1.20, 0.71], [-0.14, -0.04, 0.03], [-0.30, -0.16, -0.14], [-0.06, -0.45, 0.10], [-0.03, -0.31, 0.35], [-0.26, 0.02, 0.39], [0.48, 0.04, 0.39], [0.29, 0.20, 0.12], [-0.06, 0.24, -0.49], [-0.31, 0.26, -0.07], [-0.81, 0.18, 0.08], [-0.41, -0.25, -0.07], [0.06, -0.13, 0.01], [0.69, -0.08, 0.04], [0.23, 0.14, 0.68], [0.59, -0.66, -0.02]], "e_above_lowest_ev": 3.694, "lumo_energy_ev": [0.59, -3.22], "homo_ev": [-5.5, -8.7], "homo_lumo_gap_ev": [6.063, 5.477], "multiplicity": 5, "e_tot_ev": -86290.025, "max_force_ev_per_a": 5.137, "s2": 6.122}

=====

2.
{"formula": "C24H46FeIN5OP", "method": "the ωB97M-V functional and the def2-TZVPD basis", "species": ["C", "I", "H", "H", "H", "C", "C", "N", "C", "N", "H", "H", "C", "C", "N", "H", "N", "H", "Fe", "C", "O", "C", "C", "H", "H", "H", "C", "H", "H", "H", "C", "H", "H", "H", "C", "H", "H", "H", "C", "C", "C", "C", "P", "N", "C", "C", "C", "C", "C", "C", "C", "C", "H", "H", "H", "H", "H", "H", "H", "H", "H", "H", "H", "H", "H", "H", "H", "H", "H", "H", "H", "H", "H", "H", "H", "H", "H", "H", "H"], "xyz": [[0.80657, 0.45558, -8.25773], [1.10350, 0.79785, -6.18350], [-0.14971, -0.07400, -8.36103], [1.64176, -0.15367, -8.62754], [0.77582, 1.43230, -8.75855], [-0.49416, 4.08502, -1.40604], [-1.53403, 3.51322, -2.03779], [-1.18798, 2.22038, -2.31442], [0.07234, 1.92888, -1.82177], [0.48587, 3.13095, -1.29074], [-0.33816, 5.10371, -1.07376], [-2.47481, 3.93572, -2.37138], [2.38778, -3.00957, -1.68670], [1.43938, -1.00886, -2.09176], [2.48360, -1.66111, -1.46440], [1.00194, -4.12054, -3.00186], [0.80076, -1.99143, -2.81602], [3.12568, -3.69996, -1.31003], [0.43333, 0.27530, -0.97050], [1.41997, 0.49652, -2.54316], [2.19514, 1.02189, -3.30725], [1.33789, -3.20773, -2.52125], [-0.21558, -1.75225, -3.80350], [-1.21882, -1.97415, -3.40538], [-0.02479, -2.36539, -4.69447], [-0.15112, -0.70347, -4.11220], [3.53658, -1.04114, -0.69176], [4.47524, -1.58112, -0.88725], [3.31545, -1.10277, 0.38952], [3.64203, 0.01026, -0.99485], [1.73998, 3.41954, -0.61086], [2.07589, 4.40951, -0.94025], [2.48808, 2.66309, -0.85990], [1.59114, 3.45230, 0.47986], [-2.08515, 1.29307, -2.97687], [-1.50746, 0.56146, -3.54371], [-2.72767, 1.85525, -3.66165], [-2.72224, 0.76896, -2.24840], [-1.18841, -2.68429, 0.79912], [-1.77015, -1.55479, 1.67811], [-2.84557, -0.82607, 0.85702], [-2.39469, -2.14910, 2.94988], [-0.42395, -0.32010, 2.09553], [0.19669, -0.01736, 0.64219], [-1.07098, 1.33216, 2.73308], [-2.07083, 1.12596, 3.89244], [0.11868, 2.19139, 3.18923], [-1.75936, 2.09740, 1.59967], [0.91157, -1.02027, 3.23733], [1.22460, -2.46957, 2.83584], [2.20217, -0.18951, 3.07610], [0.45219, -1.00975, 4.71690], [-2.01661, -3.18787, 0.28091], [-0.64190, -3.43390, 1.38069], [-0.52525, -2.27464, 0.02606], [-3.48413, -1.58259, 0.37779], [-3.49817, -0.19516, 1.47553], [-2.38548, -0.22766, 0.05449], [-1.68088, -2.72440, 3.55293], [-2.87267, -1.39440, 3.58739], [-3.18185, -2.84005, 2.61314], [-1.70001, 0.48432, 4.70443], [-2.27703, 2.11205, 4.34058], [-3.04004, 0.72963, 3.55589], [-0.23026, 3.21830, 3.38855], [0.56895, 1.83247, 4.12226], [0.89349, 2.24799, 2.40980], [-1.11903, 2.07385, 0.71075], [-2.74061, 1.68850, 1.33982], [-1.89273, 3.15222, 1.88636], [1.47300, -2.55140, 1.77200], [2.10948, -2.81321, 3.38968], [0.40527, -3.15399, 3.07852], [2.18360, 0.74003, 3.65381], [3.06135, -0.77570, 3.43461], [2.37592, 0.04965, 2.01965], [1.22531, -1.51605, 5.31638], [0.35713, -0.00004, 5.13321], [-0.49283, -1.54766, 4.87118]], "atomic_forces_ev_per_a": [[-0.26, -0.08, -0.61], [0.19, 0.10, 0.15], [0.31, 0.17, -0.08], [-0.25, 0.19, 0.14], [0.01, -0.29, 0.14], [0.01, 0.59, -0.12], [-0.49, 0.65, -0.32], [0.77, 0.07, -0.25], [-2.37, 1.58, 2.23], [0.07, -0.18, -0.65], [-0.11, -0.21, -0.08], [0.24, -0.06, 0.11], [-0.01, -0.21, -0.28], [-0.55, 1.10, -0.08], [1.75, -0.40, 0.39], [0.04, 0.23, 0.21], [-0.65, -1.07, -1.18], [-0.16, -0.02, 0.04], [1.70, 1.34, -6.30], [0.28, -2.28, 2.60], [0.56, 0.93, -1.05], [0.35, -0.76, -0.15], [-0.03, -0.08, 0.03], [0.10, 0.11, -0.11], [-0.11, 0.13, 0.21], [-0.07, -0.41, 0.04], [-0.25, -0.15, 0.15], [-0.17, 0.25, 0.02], [0.09, 0.19, -0.36], [-0.03, -0.35, 0.12], [-0.13, -0.13, 0.16], [0.08, -0.24, 0.01], [-0.23, 0.11, -0.01], [0.03, -0.16, -0.32], [-0.06, -0.17, 0.20], [-0.14, 0.23, 0.11], [0.16, -0.12, 0.06], [0.21, 0.08, -0.13], [0.03, 0.10, -0.13], [-0.11, -0.11, 1.07], [-0.13, -0.06, -0.18], [-0.50, -0.34, -0.34], [1.61, 0.96, -3.89], [-0.86, -1.02, 6.67], [-0.62, -0.57, 0.92], [-0.06, 0.64, 0.28], [0.10, 0.15, 0.21], [0.10, 0.09, -0.35], [-0.57, 0.19, 0.67], [0.15, -0.05, -0.06], [0.10, -0.03, -0.06], [0.50, -0.18, 0.02], [0.05, 0.03, 0.22], [-0.20, 0.18, -0.19], [-0.08, -0.06, 0.21], [0.07, 0.10, 0.15], [0.24, -0.14, -0.14], [-0.14, -0.14, 0.30], [-0.17, 0.14, -0.17], [0.18, -0.22, -0.12], [0.05, -0.01, 0.28], [-0.10, 0.17, -0.27], [-0.03, -0.23, -0.04], [0.30, 0.07, -0.01], [-0.03, -0.30, -0.08], [-0.12, 0.08, -0.25], [-0.21, -0.09, 0.18], [-0.16, 0.00, 0.07], [0.24, 0.15, 0.07], [-0.02, -0.28, 0.11], [-0.15, 0.04, 0.05], [-0.18, 0.15, 0.06], [0.17, 0.14, -0.06], [0.00, -0.26, -0.18], [-0.23, 0.03, 0.00], [-0.10, 0.02, 0.16], [-0.21, 0.06, -0.09], [-0.05, -0.20, -0.14], [0.22, 0.15, 0.03]], "lumo_energy_ev": [3.89, 4.14], "homo_ev": [2.1, -1.7], "charge": -2, "homo_lumo_gap_ev": [1.822, 5.858], "multiplicity": 6, "e_tot_ev": -86900.024, "max_force_ev_per_a": 6.799, "s2": 9.140}

=====

3.
{"formula": "C19H31ClN2OW", "method": "the ωB97M-V functional and the def2-TZVPD basis", "species": ["C", "C", "C", "C", "Cl", "H", "H", "H", "H", "H", "H", "H", "H", "H", "C", "C", "C", "H", "C", "C", "H", "H", "H", "H", "C", "C", "C", "H", "C", "C", "H", "H", "H", "H", "W", "C", "N", "C", "C", "O", "N", "C", "C", "H", "H", "H", "H", "H", "H", "H", "H", "H", "H", "H", "H"], "xyz": [[0.24868, 0.79910, -6.38419], [1.63135, 1.36323, -6.74787], [0.02266, -0.54637, -7.09153], [-0.84823, 1.79806, -6.78517], [0.17419, 0.53480, -4.59604], [0.06360, -0.41471, -8.17957], [-0.96100, -0.96179, -6.83421], [0.79520, -1.27285, -6.80568], [1.70161, 1.52622, -7.83035], [2.42844, 0.66671, -6.45501], [1.80498, 2.32503, -6.24652], [-0.82577, 1.97137, -7.86809], [-0.70043, 2.76322, -6.28212], [-1.84276, 1.41410, -6.52129], [1.85186, -1.47625, 1.16632], [0.91854, -2.21871, 0.35535], [0.86035, -1.57787, -0.94036], [0.49202, -3.19030, 0.63899], [1.75870, -0.44372, -0.92525], [2.40264, -0.42099, 0.36919], [3.20172, 0.24814, 0.69146], [2.19418, -1.77392, 2.15381], [0.28089, -1.90364, -1.80527], [1.97356, 0.20834, -1.77410], [-2.20150, 1.07100, 0.59349], [-2.32910, -0.14021, 1.34147], [-2.08252, -1.24359, 0.45650], [-2.70785, -0.22861, 2.35499], [-1.75429, -0.70301, -0.84003], [-1.80535, 0.73804, -0.75278], [-1.65742, 1.42909, -1.58776], [-2.43859, 2.06419, 0.97178], [-2.29048, -2.29069, 0.69734], [-1.54711, -1.26467, -1.75451], [-0.04854, -0.09323, 0.43903], [0.69405, 2.19463, 3.34526], [0.42928, 1.21167, 4.38878], [0.52433, 1.67049, 5.76945], [0.06987, -0.01393, 3.97790], [0.04911, -0.18705, 2.73416], [-0.26370, -1.12204, 4.67302], [-0.36984, -1.31094, 6.10621], [-0.60264, -2.25715, 3.84534], [0.97259, 3.12713, 3.82506], [-0.19668, 2.37655, 2.71821], [1.52519, 1.87884, 2.69156], [-0.44221, 1.64934, 6.27981], [1.27045, 1.10886, 6.33278], [0.85246, 2.70496, 5.74377], [-1.36293, -1.65940, 6.39624], [0.31893, -2.07682, 6.46865], [-0.15801, -0.37653, 6.60000], [-1.46527, -2.04434, 3.18670], [0.23254, -2.54459, 3.18087], [-0.84174, -3.08522, 4.51423]], "atomic_forces_ev_per_a": [[0.07, 0.26, -1.86], [0.05, -0.04, 0.46], [-0.03, -0.13, 0.43], [-0.08, -0.01, 0.45], [-0.02, -0.08, 0.57], [0.01, 0.10, 0.25], [0.24, 0.10, -0.07], [-0.19, 0.18, -0.08], [-0.15, -0.08, 0.22], [-0.20, 0.17, -0.08], [-0.04, -0.24, -0.13], [0.10, -0.13, 0.23], [-0.03, -0.24, -0.13], [0.24, 0.09, -0.07], [-0.11, -0.69, -1.72], [1.02, 0.29, 0.12], [0.67, 0.00, -0.21], [-0.11, 0.76, -0.17], [0.29, -0.53, 0.20], [-1.11, 0.20, -0.35], [-0.47, -0.01, -0.16], [-0.36, 0.36, -0.13], [0.63, -0.04, 0.37], [-0.09, -0.21, 0.29], [0.82, -0.29, -0.50], [-0.45, -0.52, -1.56], [-0.62, 0.66, 0.14], [0.47, 0.09, -0.11], [-0.54, 0.38, -0.37], [-0.52, -0.19, 0.02], [-0.05, -0.26, 0.37], [0.39, -0.21, -0.14], [0.51, 0.43, -0.11], [-0.50, 0.35, 0.49], [0.12, -0.91, 4.92], [0.06, 0.09, -0.55], [-0.15, -0.20, 0.53], [0.00, 0.11, 0.36], [0.09, 0.21, 0.45], [0.01, 0.16, -3.56], [0.13, 0.70, 0.01], [0.03, -0.01, 0.53], [-0.16, -0.75, -0.49], [-0.01, 0.00, -0.09], [0.32, -0.04, 0.26], [-0.29, 0.13, 0.27], [0.12, -0.03, -0.05], [-0.08, 0.01, -0.01], [-0.01, -0.04, 0.10], [-0.11, 0.24, -0.21], [0.21, 0.14, -0.19], [-0.06, -0.13, 0.28], [0.29, -0.20, 0.47], [-0.35, -0.01, 0.48], [0.00, 0.04, -0.22]], "lumo_energy_ev": [-7.62, -8.43], "homo_ev": [-15.0, -15.0], "charge": 2, "homo_lumo_gap_ev": [7.371, 6.562], "multiplicity": 3, "e_tot_ev": -39565.231, "max_force_ev_per_a": 5.004, "s2": 2.015}